# 1
Formula: C4H5N2O
Source: the OMol25 dataset
Level of theory: wB97M-V/def2-TZVPD

* net charge: +1
* expectation value of S²: 2.029
* energy: -9245.3511 eV
* max |F|: 4.52 eV/A
* spin multiplicity: 3

Cartesian coordinates (Å):
C -0.715 -1.589 -0.037
C 0.609 0.084 -0.024
C -1.314 0.601 -0.040
C 1.682 1.010 0.067
N 0.563 -1.239 -0.092
N -1.713 -0.693 0.164
O -1.537 1.745 -0.142
H -0.901 -2.625 -0.090
H 2.602 0.428 -0.315
H 1.750 1.303 1.111
H 1.618 1.967 -0.586
H -2.645 -0.991 -0.015

=====

# 2
Formula: C4H5N2O2
Source: the OMol25 dataset
Level of theory: wB97M-V/def2-TZVPD

* net charge: +1
* energy: -11288.3788 eV
* max |F|: 4.66 eV/A

Cartesian coordinates (Å):
C 1.265 -0.683 -1.806
C 0.121 -0.972 -2.133
C -0.005 0.593 0.779
C -0.323 -0.598 0.614
N 0.180 1.846 1.008
N -0.567 -1.822 0.652
O 1.083 2.484 0.686
O -0.907 2.393 1.702
H 2.276 -0.496 -1.913
H -0.861 -1.429 -2.290
H -1.390 -2.302 0.963
H -0.736 3.316 1.920
H -0.137 -2.330 -0.182

=====

# 3
Formula: C4H5N2O2
Source: the OMol25 dataset
Level of theory: wB97M-V/def2-TZVPD

* net charge: +1
* energy: -11292.1145 eV
* max |F|: 3.71 eV/A

Cartesian coordinates (Å):
O -0.579 4.214 1.266
C -0.602 3.085 0.987
C -0.741 1.810 0.734
C 0.277 0.910 0.178
N -0.406 -0.342 -0.094
N -0.013 -1.448 -0.315
C 0.265 -2.638 -0.456
O 0.680 -3.195 -1.574
H -1.651 1.306 1.051
H 0.704 1.479 -0.556
H 1.172 0.887 0.826
H 0.170 -3.343 0.364
H 0.727 -2.723 -2.412

=====

# 4
Formula: C4H5N2O2
Source: the OMol25 dataset
Level of theory: wB97M-V/def2-TZVPD

* net charge: +1
* energy: -11292.7375 eV
* max |F|: 5.07 eV/A

Cartesian coordinates (Å):
C 0.756 -0.823 -0.275
C -1.659 -0.360 0.173
C 2.154 -1.028 -0.202
C -1.701 2.045 -0.322
N 1.290 -0.605 0.922
N -1.529 0.857 0.093
O -2.159 -1.304 0.598
O -0.248 -0.782 -0.882
H 2.887 -0.171 -0.661
H 2.479 -1.991 -0.186
H -1.020 2.766 0.119
H -2.322 2.122 -1.256
H 1.070 -0.725 1.880

=====

# 5
Formula: C4H5N2O3S
Source: the OMol25 dataset
Level of theory: wB97M-V/def2-TZVPD

* net charge: +1
* energy: -24175.2270 eV
* max |F|: 5.36 eV/A

Cartesian coordinates (Å):
C -3.033 0.708 0.043
S -1.463 -0.505 -0.212
O -1.320 -1.002 -1.514
O -1.223 -1.321 0.893
O -0.185 0.860 0.093
C 0.970 0.490 0.111
N 1.218 -0.875 -0.065
C 2.469 -1.065 -0.057
C 3.159 0.346 0.155
N 2.212 1.193 0.283
H -3.296 0.161 0.976
H -2.895 1.805 0.151
H -3.718 0.671 -0.789
H 2.966 -1.905 -0.451
H 4.140 0.440 0.382

=====

# 6
Formula: C4H5N2P
Source: the OMol25 dataset
Level of theory: wB97M-V/def2-TZVPD

* energy: -16494.9113 eV
* max |F|: 3.47 eV/A

Cartesian coordinates (Å):
C 1.494 -1.234 0.013
C 1.431 0.245 0.309
C 0.277 0.799 0.673
N -0.868 1.134 0.812
P -1.891 1.505 -0.494
C 2.502 0.991 -0.037
N 3.310 1.646 -0.516
H 2.429 -1.267 -0.551
H 1.255 -1.883 0.894
H 0.653 -1.505 -0.717
H -2.902 1.868 0.363
H -1.137 2.607 -0.514

=====

# 7
Formula: C4H5N2P
Source: the OMol25 dataset
Level of theory: wB97M-V/def2-TZVPD

* energy: -16496.2748 eV
* max |F|: 2.55 eV/A

Cartesian coordinates (Å):
N -0.560 -1.642 -2.717
C -0.446 -0.871 -1.859
C -0.333 0.256 -0.884
C 0.804 0.120 0.158
C 0.183 0.155 1.645
P -1.648 0.392 1.256
N -1.636 0.411 -0.279
H -0.144 1.054 -1.613
H 1.501 0.965 -0.045
H 1.347 -0.870 -0.106
H 0.415 -0.923 2.086
H 0.519 0.954 2.357

=====

# 8
Formula: C4H5N2P
Source: the OMol25 dataset
Level of theory: wB97M-V/def2-TZVPD

* energy: -16493.3670 eV
* max |F|: 7.57 eV/A

Cartesian coordinates (Å):
C 0.507 1.245 -0.544
C 1.493 0.402 -0.039
C -1.198 0.060 0.464
C -0.366 -0.706 0.994
N -0.685 0.556 -0.818
N 0.947 -0.983 -0.036
P 0.066 -0.916 -1.577
H 0.493 2.246 -0.349
H 2.386 0.624 0.374
H -2.308 0.377 0.749
H -0.203 -1.298 1.943
H -1.132 -1.608 -1.162

=====

# 9
Formula: C4H5N2PS2
Source: the OMol25 dataset
Level of theory: wB97M-V/def2-TZVPD

* energy: -38165.4952 eV
* max |F|: 3.69 eV/A

Cartesian coordinates (Å):
C 0.765 -0.449 1.115
C 0.528 0.902 1.035
C 0.151 1.695 -0.241
S -1.767 1.712 -0.481
S -2.040 0.296 -1.934
P -2.349 -1.642 -0.937
N -0.948 -2.225 -0.498
N 0.243 -1.992 -0.596
C 1.141 -1.308 -0.019
H 0.768 -0.824 2.143
H -0.010 1.392 1.881
H 0.626 2.606 -0.126
H 0.716 1.252 -1.027
H 2.175 -1.413 -0.315

=====

# 10
Formula: C4H5N2S
Source: the OMol25 dataset
Level of theory: wB97M-V/def2-TZVPD

* net charge: +1
* energy: -18035.3520 eV
* max |F|: 5.13 eV/A

Cartesian coordinates (Å):
C -0.792 -0.523 -0.213
C -1.311 -0.499 -1.440
C 0.866 0.601 -1.308
C 0.648 0.194 2.023
N 1.271 -0.003 0.940
N 0.498 -0.021 -0.209
S -0.303 0.370 -2.516
H -1.320 -0.986 0.594
H -2.317 -0.918 -1.537
H 1.759 1.231 -1.542
H 1.321 0.154 2.958
H -0.320 0.399 2.250

=====

# 11
Formula: C4H5N3
Source: the OMol25 dataset
Level of theory: wB97M-V/def2-TZVPD

* energy: -8697.7432 eV
* max |F|: 1.41 eV/A

Cartesian coordinates (Å):
C 1.270 -0.990 0.280
N 0.343 -0.395 -0.666
C -0.334 0.781 -0.181
C -1.358 1.135 -1.164
N -2.154 1.332 -1.974
C -0.973 0.671 1.158
N -1.404 0.609 2.227
H 2.155 -1.292 -0.277
H 0.852 -1.919 0.684
H 1.507 -0.389 1.161
H -0.315 -1.052 -1.082
H 0.404 1.596 -0.121

=====

# 12
Formula: C4H5N3
Source: the OMol25 dataset
Level of theory: wB97M-V/def2-TZVPD

* energy: -8697.6611 eV
* max |F|: 0.77 eV/A

Cartesian coordinates (Å):
N 2.075 -0.481 -0.244
C 1.178 -0.110 0.570
N 0.350 -1.083 1.194
C -0.770 -1.071 0.586
C -0.943 -0.065 -0.532
C -0.433 1.246 0.024
N 0.683 1.226 0.641
H 2.422 0.343 -0.739
H -1.554 -1.778 0.851
H -0.125 -0.373 -1.224
H -1.911 -0.037 -1.028
H -0.974 2.184 -0.099

=====

# 13
Formula: C4H5N3
Source: the OMol25 dataset
Level of theory: wB97M-V/def2-TZVPD

* energy: -8694.9989 eV
* max |F|: 8.14 eV/A

Cartesian coordinates (Å):
C 2.518 -0.680 0.046
N 1.128 -0.599 -0.075
N 0.548 0.685 -0.112
C -0.751 0.906 0.048
C -1.489 -0.188 -0.194
C -2.982 -0.277 -0.132
N -4.166 -0.537 0.124
H 3.317 0.211 0.219
H 2.755 -1.813 0.205
H 1.239 1.522 -0.177
H -1.188 1.925 0.308
H -0.931 -1.155 -0.259

=====

# 14
Formula: C4H5N3
Source: the OMol25 dataset
Level of theory: wB97M-V/def2-TZVPD

* energy: -8694.9156 eV
* max |F|: 0.81 eV/A

Cartesian coordinates (Å):
N -0.048 0.147 -2.171
C 0.072 0.066 -0.797
C 0.391 -1.248 -0.185
N -0.403 -1.477 0.832
C -0.362 -0.599 1.769
N 0.515 0.495 1.523
C 0.174 0.998 0.173
H -0.463 -0.676 -2.585
H -0.438 1.002 -2.537
H 1.429 0.036 1.369
H -0.948 -0.653 2.682
H 0.149 2.081 0.076

=====

# 15
Formula: C4H5N3
Source: the OMol25 dataset
Level of theory: wB97M-V/def2-TZVPD

* energy: -8697.0229 eV
* max |F|: 3.23 eV/A

Cartesian coordinates (Å):
C 2.210 0.109 -0.058
C 1.158 -0.706 -0.040
N -0.208 -0.387 -0.059
C -0.807 0.824 -0.025
C -2.130 0.551 -0.005
N -2.237 -0.800 0.006
N -1.120 -1.400 -0.063
H 2.180 1.163 -0.171
H 3.185 -0.412 0.314
H 1.165 -1.866 0.086
H -0.353 1.769 0.076
H -3.043 1.155 -0.062

=====

# 16
Formula: C4H5N3
Source: the OMol25 dataset
Level of theory: wB97M-V/def2-TZVPD

* energy: -8693.1740 eV
* max |F|: 4.08 eV/A

Cartesian coordinates (Å):
C 2.626 1.065 -0.040
C 1.246 0.815 0.008
C -1.104 0.250 0.008
C -0.337 -0.988 -0.061
N 3.114 -0.198 -0.041
N 2.224 -1.153 0.071
N 1.016 -0.518 0.051
H 3.245 1.903 -0.064
H -1.149 0.850 0.912
H -1.602 0.745 -0.747
H -0.320 -1.778 0.839
H -0.418 -1.475 -1.095

=====

# 17
Formula: C4H5N3
Source: the OMol25 dataset
Level of theory: wB97M-V/def2-TZVPD

* energy: -8693.4334 eV
* max |F|: 6.16 eV/A

Cartesian coordinates (Å):
C 0.871 1.140 -0.683
C -1.014 -1.540 0.700
C 1.215 2.456 -0.523
C -2.156 -1.058 1.069
N 1.471 0.131 -1.126
N 1.586 -0.975 -1.400
N -0.123 -2.323 0.485
H 0.350 2.988 -0.173
H 2.121 2.893 -0.953
H -2.663 -0.731 0.113
H -2.540 -0.916 1.972
H 0.885 -2.065 0.519

=====

# 18
Formula: C4H5N3
Source: the OMol25 dataset
Level of theory: wB97M-V/def2-TZVPD

* energy: -8697.2302 eV
* max |F|: 6.85 eV/A

Cartesian coordinates (Å):
N -2.091 -0.175 0.069
C -0.664 -0.098 -0.246
C -0.018 1.066 -0.173
C 1.452 0.993 0.047
N 2.054 -0.152 0.029
C 1.296 -1.255 -0.035
N 0.067 -1.293 -0.083
H -2.785 0.623 0.211
H -2.430 -1.307 0.339
H -0.763 1.935 -0.283
H 2.049 1.978 0.274
H 1.834 -2.315 -0.149

=====

# 19
Formula: C4H5N3
Source: the OMol25 dataset
Level of theory: wB97M-V/def2-TZVPD

* energy: -8694.3705 eV
* max |F|: 8.63 eV/A

Cartesian coordinates (Å):
N 3.311 -0.445 -2.161
C 2.631 -0.024 -1.235
C 1.739 0.114 -0.156
N 0.472 0.284 -0.520
N -0.193 0.167 0.647
C -1.361 -0.707 0.395
C -1.674 0.706 0.560
H 2.149 0.150 0.859
H -1.615 -1.735 1.100
H -1.513 -0.992 -0.686
H -1.732 1.292 -0.350
H -2.215 1.190 1.547

=====

# 20
Formula: C4H5N3
Source: the OMol25 dataset
Level of theory: wB97M-V/def2-TZVPD

* energy: -8699.7079 eV
* max |F|: 0.37 eV/A

Cartesian coordinates (Å):
N -1.968 0.493 -1.061
C -0.824 0.236 -0.386
N 0.106 1.203 -0.354
C 1.250 0.864 0.228
C 1.538 -0.424 0.667
C 0.448 -1.285 0.694
N -0.746 -0.960 0.219
H -2.733 -0.153 -0.984
H -2.055 1.337 -1.596
H 1.942 1.681 0.406
H 2.519 -0.724 1.014
H 0.522 -2.269 1.152